1.
2 unconnected molecules or ions with the total composition C23H21Cl2F7N3O2S2. Source: the Open Molecules 2025 dataset; level of theory: the ωB97M-V functional and the def2-TZVPD basis.

Results
Orbital gap = 5.93 eV
Total charge = +1
LUMO energy = -5.1140 eV
Maximum force = 5.067 eV Å⁻¹
E_HOMO = -11.04 eV

Structure (XYZ):
```
60
Properties=species:S:1:pos:R:3:forces:R:3
C 2.663666 -0.550858 1.696069 0.30 -0.04 -0.08
C 2.365419 -1.007414 0.445183 -0.42 0.44 0.32
C 2.067756 -0.049736 -0.693954 -0.73 -0.25 0.57
C 3.152714 0.716588 -1.142839 -1.04 0.35 -0.25
C 4.551166 0.646324 -0.591581 0.55 0.22 -0.42
C 5.440729 -0.393924 -1.344725 -0.06 -0.02 0.31
C 2.852141 1.631399 -2.230020 1.05 -0.62 1.16
N 3.969747 2.402614 -2.653978 -0.28 -1.70 -0.39
C 4.547567 1.901762 -3.629172 -0.28 1.82 -0.83
S 5.112574 1.652687 -5.047244 0.24 -0.46 0.58
C 1.601697 1.699308 -2.792893 -0.15 0.63 -0.19
S 1.404535 2.934939 -4.136922 0.75 2.80 -4.15
C 0.038657 4.091028 -3.794891 -0.49 -0.77 1.15
O 1.257417 2.278501 -5.409004 -1.20 -1.40 0.99
O 2.533706 3.823175 -4.262701 0.06 -0.18 2.13
N 0.573347 0.877946 -2.347500 0.55 0.54 0.48
C -0.765659 0.836137 -2.934606 -1.43 -1.82 -1.85
F -0.972129 -0.476277 -3.293797 0.04 0.20 1.24
F -0.920857 1.404501 -4.133699 1.02 0.88 0.75
C -1.948991 1.394692 -2.048551 -0.62 1.25 -0.66
F -2.223367 2.630387 -2.558884 0.33 -0.39 -0.02
F -1.642955 1.628440 -0.769834 0.11 -0.86 -0.18
C -3.321583 0.630408 -2.233314 -1.22 1.42 0.87
F -3.566701 0.344748 -3.501946 0.58 -0.60 0.35
F -4.262019 1.529576 -1.871373 0.37 -0.37 0.09
F -3.460893 -0.398859 -1.400850 0.52 -0.27 -0.71
C 0.791056 0.046480 -1.299298 0.51 -0.72 1.02
C -0.233846 -0.847534 -0.631430 -0.50 -0.24 -0.16
C -0.649740 -0.481693 0.810256 -0.64 -0.50 1.09
C -1.777447 -1.354270 1.382497 0.39 0.36 -1.60
N -0.212441 0.449225 1.549903 0.41 -0.07 -1.10
H 1.992457 0.071501 2.301988 0.83 1.18 -0.91
H 3.648528 -0.766763 2.140290 -1.12 -1.53 0.70
H 2.331351 -2.096049 0.292892 1.53 0.38 -0.77
H 4.588690 0.421002 0.475107 -0.35 0.03 -0.33
H 5.028811 1.628288 -0.734054 -0.29 -0.28 0.10
H 4.962452 -1.382954 -1.409329 0.09 0.35 -0.02
H 6.359586 -0.510951 -0.751335 -0.25 0.03 -0.31
H 5.723418 -0.052668 -2.349375 -0.17 -0.15 0.28
H 0.330941 5.103715 -4.090831 0.42 -0.53 -0.16
H -0.885429 3.783191 -4.293032 0.40 -0.03 0.06
H -0.119849 4.092231 -2.703259 -0.05 0.10 -0.35
H 0.231724 -1.850906 -0.575110 -0.18 0.36 -0.02
H -1.169478 -1.017343 -1.176911 0.40 0.17 0.01
H -1.869902 -2.306093 0.834887 0.14 0.15 0.40
H -2.702330 -0.795400 1.162465 0.26 -0.28 0.16
H -1.697591 -1.468658 2.459530 0.28 -0.08 -0.33
H 0.502713 0.961543 1.019821 -0.07 0.30 0.37
Cl -3.681873 -0.646551 3.563701 -0.48 0.26 0.62
C -3.782513 -1.879757 4.774312 -0.20 -0.03 -0.02
C -2.699715 -2.198916 5.581172 0.11 -0.08 0.12
Cl -1.182786 -1.377664 5.438481 -0.01 0.07 -0.12
C -2.819222 -3.200509 6.534655 -0.13 -0.15 0.08
C -4.017341 -3.879526 6.683723 -0.04 0.05 -0.07
C -5.102286 -3.556575 5.879262 0.09 0.00 0.03
C -4.983654 -2.558644 4.926158 -0.10 -0.15 0.09
H -1.976156 -3.452762 7.163603 0.05 0.10 -0.07
H -4.105689 -4.660526 7.427256 0.03 0.03 0.00
H -6.040379 -4.083092 5.995113 0.01 0.03 -0.03
H -5.829741 -2.309462 4.299918 0.08 0.08 -0.03
```
Positions in Å, forces in eV/Å.

---

2.
A molecular structure, C23H21Cl2N3O7Pd. Source: the Open Molecules 2025 dataset; level of theory: the ωB97M-V functional and the def2-TZVPD basis.

Results
Orbital gap = 7.95 eV
LUMO energy = -0.4173 eV
Energy relative to the best compared isomer or geometry (same formula, charge and spin) = 0.624 eV
Maximum force = 0.271 eV Å⁻¹
E_HOMO = -8.37 eV

Structure (XYZ):
```
57
Properties=species:S:1:pos:R:3:forces:R:3
Pd 0.458597 -0.402234 0.551677 -0.06 0.00 -0.03
O 3.593856 4.007083 -1.360567 0.02 0.09 0.05
C 3.193110 4.256835 -0.126211 0.08 -0.05 0.03
O 3.531440 5.236327 0.488178 -0.02 0.02 -0.01
C 2.301768 3.245506 0.510134 -0.07 0.06 0.00
C 1.795102 3.357804 1.789996 0.02 0.00 -0.03
N 1.054528 2.263623 2.029292 -0.07 0.03 -0.01
N 1.052738 1.454020 0.971899 0.07 0.03 0.00
C 1.803638 2.020248 0.042299 -0.04 -0.01 -0.01
C 1.956545 1.226719 -1.218999 -0.04 0.00 0.03
O 2.583484 1.696534 -2.163146 0.02 -0.03 -0.01
O 1.379089 0.083232 -1.186119 0.01 -0.04 0.00
H 3.233502 3.149938 -1.719467 -0.04 -0.05 -0.05
H 1.926085 4.140244 2.517639 -0.01 0.00 0.00
H 0.574465 1.986735 2.871547 0.03 -0.02 0.02
Cl 2.138107 -0.118192 4.192776 -0.05 0.04 -0.04
C 3.178501 -0.290972 2.809580 0.11 -0.10 0.02
C 3.967255 0.795560 2.469224 0.04 -0.07 0.01
C 4.752149 0.758077 1.329330 0.02 0.03 0.02
C 4.758062 -0.380732 0.541923 -0.01 -0.01 -0.01
C 3.997455 -1.473521 0.912658 -0.03 0.04 -0.05
Cl 4.005984 -2.878307 -0.108005 0.01 0.01 -0.02
C 3.178922 -1.475795 2.052082 -0.20 0.07 0.11
N 2.322941 -2.543575 2.278636 0.22 -0.11 -0.06
C 1.982449 -3.131404 3.513536 -0.22 0.15 0.05
C 2.885294 -3.179541 4.567230 0.02 -0.05 -0.03
C 2.508510 -3.717265 5.786041 0.01 0.00 0.02
C 1.227295 -4.217497 5.958135 0.00 0.00 -0.01
C 0.328157 -4.172415 4.902880 0.00 -0.05 -0.01
C 0.682379 -3.633762 3.673455 0.03 0.09 -0.04
C -0.330614 -3.601799 2.542857 0.05 0.02 0.02
C -0.261435 -2.350345 1.711471 0.10 -0.04 -0.04
O -0.344662 -1.192441 2.233032 -0.11 -0.03 0.06
O -0.036853 -2.414452 0.463650 0.03 0.07 -0.01
H 3.937723 1.678636 3.093507 0.02 -0.02 0.01
H 5.349529 1.615704 1.051612 0.01 0.00 0.00
H 5.349784 -0.432446 -0.360954 0.00 0.00 -0.01
H 2.167283 -3.114318 1.461224 0.07 -0.04 0.01
H 3.884248 -2.785340 4.425304 -0.01 0.01 -0.01
H 3.219872 -3.745076 6.600976 0.00 0.00 0.00
H 0.925746 -4.636100 6.908757 0.00 0.00 0.00
H -0.677585 -4.552822 5.037783 0.00 0.00 0.01
H -1.335998 -3.687650 2.958502 0.00 0.02 0.01
H -0.186835 -4.436881 1.853847 -0.01 -0.02 0.02
C -1.058276 0.282316 -3.452477 0.00 0.00 0.00
C -1.880437 1.512286 -3.067296 0.00 0.01 0.00
C -1.918565 1.416574 -1.542519 0.04 0.00 -0.01
O -1.711745 0.041839 -1.207931 -0.08 0.00 0.00
C -1.504959 -0.720533 -2.402759 0.01 0.00 0.01
H 0.008366 0.480533 -3.346044 0.01 0.00 0.00
H -1.250864 -0.060326 -4.468351 -0.01 0.00 0.00
H -2.889390 1.440341 -3.477696 0.00 -0.01 0.00
H -1.440632 2.447616 -3.410517 -0.01 0.00 0.00
H -2.870918 1.746350 -1.122314 0.01 0.01 0.01
H -1.118353 2.008834 -1.083264 0.00 0.00 -0.01
H -2.445941 -1.203828 -2.689968 0.00 -0.01 0.00
H -0.764448 -1.489749 -2.186391 0.01 0.01 0.00
```
Positions in Å, forces in eV/Å.

---

3.
A single C23H21ClN2O5 molecule. Source: the Open Molecules 2025 dataset; level of theory: the ωB97M-V functional and the def2-TZVPD basis.

Results
Orbital gap = 9.36 eV
SMILES = CCOC(=O)[C@@H]1[C@H]2COc3ccccc3[C@H]2N2C(=O)N(c3ccc(Cl)cc3)C(=O)[C@@]12C
LUMO energy = 0.6368 eV
Energy relative to the best compared isomer or geometry (same formula, charge and spin) = 0.000 eV
Maximum force = 0.588 eV Å⁻¹
E_HOMO = -8.72 eV

Structure (XYZ):
```
52
Properties=species:S:1:pos:R:3:forces:R:3
C 4.499794 3.669470 -0.908861 -0.17 -0.22 0.32
C 4.469060 3.079566 0.492932 0.52 0.10 -0.24
O 3.202262 2.477577 0.781204 -0.21 0.33 0.14
C 3.013629 1.224764 0.388594 -0.36 -0.27 0.20
O 3.838713 0.545200 -0.164256 0.14 -0.04 -0.15
C 1.616851 0.748426 0.766147 0.19 -0.04 0.06
C 1.629382 -0.768966 1.024632 -0.02 0.05 -0.06
C 0.682858 -1.207410 2.159123 0.44 0.07 0.34
O -0.527053 -1.806766 1.735647 -0.43 -0.15 -0.37
C -0.332347 -2.865914 0.881454 0.32 -0.37 -0.12
C -1.042734 -4.043460 1.047072 0.02 0.30 0.13
C -0.825836 -5.090912 0.169569 0.00 0.00 -0.01
C 0.099721 -4.972442 -0.853765 0.02 -0.10 -0.14
C 0.792455 -3.787316 -1.029961 -0.04 0.06 0.16
C 0.574348 -2.726974 -0.168602 0.00 0.02 0.27
C 1.196848 -1.377564 -0.331745 0.21 -0.31 0.07
N 0.241089 -0.389262 -0.835514 0.28 0.22 -0.12
C -1.113091 -0.560355 -0.819728 -0.32 -0.03 -0.27
O -1.739057 -1.520408 -1.172838 -0.19 -0.07 0.03
N -1.687173 0.651960 -0.355899 -0.15 -0.19 0.05
C -3.081124 0.823178 -0.200610 -0.43 0.08 0.00
C -3.585746 1.471310 0.920791 0.13 -0.08 -0.08
C -4.949523 1.645536 1.061298 -0.13 -0.06 -0.10
C -5.805468 1.160018 0.085670 0.28 -0.02 -0.01
Cl -7.510269 1.372012 0.264256 -0.25 0.03 0.03
C -5.309986 0.507021 -1.031765 -0.05 0.06 0.09
C -3.945454 0.344204 -1.178584 0.08 0.07 0.07
C -0.731144 1.541196 0.052571 0.42 -0.04 -0.04
O -0.894568 2.604816 0.590797 0.04 0.14 0.06
C 0.604508 0.941160 -0.390286 0.03 0.45 -0.14
C 1.123845 1.787200 -1.556089 -0.12 0.04 0.15
H 4.399292 2.880742 -1.650215 0.01 -0.04 -0.08
H 3.689096 4.382684 -1.035703 -0.04 0.09 -0.04
H 5.446192 4.178510 -1.065899 0.10 0.07 -0.04
H 4.589272 3.856770 1.249692 -0.02 -0.13 -0.06
H 5.251480 2.322177 0.604458 -0.11 0.15 0.07
H 1.296176 1.331572 1.632690 0.02 -0.07 -0.06
H 2.644527 -1.093644 1.261018 -0.12 0.00 -0.01
H 0.375198 -0.352692 2.766533 0.08 -0.08 -0.03
H 1.210912 -1.919042 2.810041 -0.09 0.10 -0.08
H -1.761461 -4.117456 1.847550 -0.07 -0.01 0.11
H -1.381217 -6.008790 0.290108 -0.04 -0.08 0.02
H 0.268917 -5.798436 -1.527518 0.01 -0.08 -0.05
H 1.492195 -3.675048 -1.844780 0.08 0.02 -0.10
H 2.050264 -1.403584 -1.018444 -0.09 -0.08 0.16
H -2.915315 1.847747 1.675574 0.04 0.02 0.04
H -5.346770 2.151116 1.927152 -0.05 0.04 0.06
H -5.986018 0.132811 -1.784052 -0.07 -0.02 -0.05
H -3.553602 -0.167246 -2.042127 0.03 -0.03 -0.05
H 1.327161 2.797365 -1.209899 0.05 0.11 -0.02
H 0.370402 1.829546 -2.340414 -0.04 0.01 -0.04
H 2.028494 1.348025 -1.969015 0.07 -0.04 -0.04
```
Positions in Å, forces in eV/Å.

---

4.
2 unconnected molecules or ions with the total composition C23H21F3N. Source: the Open Molecules 2025 dataset; level of theory: the ωB97M-V functional and the def2-TZVPD basis.

Results
Orbital gap = 6.35 eV
Total charge = +1
LUMO energy = -5.7573 eV
Energy relative to the best compared isomer or geometry (same formula, charge and spin) = 0.000 eV
Maximum force = 1.963 eV Å⁻¹
E_HOMO = -12.11 eV

Structure (XYZ):
```
48
Properties=species:S:1:pos:R:3:forces:R:3
C -4.872030 -1.964395 -1.662973 0.37 0.07 0.16
C -4.796610 -0.622923 -1.262066 0.19 0.02 0.03
C -3.643276 -0.137657 -0.645139 -0.02 -0.13 -0.08
C -2.587964 -1.013523 -0.313965 -0.30 -0.06 -0.10
C -1.356348 -0.521549 0.317303 -0.04 -0.34 0.20
C -0.847124 0.735143 -0.052113 0.38 0.26 -0.25
C 0.284084 1.348592 0.481415 -1.43 0.90 0.99
C 0.680055 2.718519 0.230983 0.33 0.12 -0.33
C 1.753286 3.276919 0.976344 -0.22 -0.14 -0.17
C 2.186238 4.577197 0.741315 -0.07 0.00 0.00
C 1.565919 5.360591 -0.245244 -0.06 -0.56 0.23
C 0.489260 4.833668 -0.971089 -0.25 -0.31 0.00
C 0.043191 3.532044 -0.739371 0.33 0.21 0.13
C -0.729505 -1.364955 1.337810 0.11 -0.57 0.26
C 0.667466 -1.496178 1.461239 0.11 -0.04 0.17
C 1.228133 -2.259610 2.487644 -0.15 0.13 -0.15
C 0.404027 -2.909488 3.414608 -0.19 0.21 -0.19
C -0.989344 -2.808829 3.298061 0.21 0.09 -0.19
C -1.547664 -2.077856 2.253919 -0.01 0.20 -0.18
C -2.720961 -2.385116 -0.640963 0.19 0.11 0.05
C -3.817375 -2.840661 -1.367555 -0.07 0.26 0.13
H -5.745712 -2.327300 -2.207233 0.26 0.13 0.21
H -5.636328 0.051778 -1.439274 0.30 -0.22 -0.02
H -3.559922 0.916901 -0.372391 -0.17 -0.32 -0.08
H -1.408949 1.271969 -0.820853 0.27 -0.26 0.21
H 0.788105 0.874115 1.326774 -0.03 0.07 -0.38
H 2.221785 2.662426 1.749218 -0.03 0.23 -0.25
H 3.008427 4.988112 1.331080 -0.28 -0.14 -0.23
H 1.916329 6.374371 -0.439162 -0.11 -0.28 0.06
H -0.013529 5.444844 -1.722600 0.18 -0.19 0.24
H -0.803262 3.130804 -1.294984 0.27 0.25 0.01
H 1.312048 -1.011068 0.722223 -0.22 -0.38 0.33
H 2.314930 -2.334134 2.563672 -0.36 -0.06 -0.03
H 0.842157 -3.496500 4.223088 -0.11 0.19 -0.25
H -1.643979 -3.296993 4.021321 0.23 0.09 -0.25
H -2.635054 -2.021734 2.148784 0.40 0.05 0.11
H -1.926287 -3.078884 -0.351959 -0.25 0.24 -0.22
H -3.851021 -3.880838 -1.692965 -0.06 0.30 0.15
F 4.907925 -2.412075 -1.774152 -0.83 1.17 -0.44
C 4.134530 -1.368945 -2.210432 0.39 0.05 -0.86
F 4.954831 -0.443634 -2.791105 -0.70 -1.05 0.43
F 3.296141 -1.851710 -3.187024 0.82 0.29 0.71
C 3.321493 -0.759603 -1.083994 0.35 -0.16 0.25
N 2.332500 0.183074 -1.576699 0.44 -0.38 -0.74
H 2.901709 -1.630844 -0.555982 0.18 0.19 0.11
H 4.054009 -0.225251 -0.462276 -0.27 -0.32 0.09
H 1.817898 -0.240955 -2.346879 -0.14 0.24 0.31
H 1.705766 0.502145 -0.856360 0.09 -0.14 -0.16
```
Positions in Å, forces in eV/Å.

---

For each record above, in turn, the calculated energy values are -98481.942; -71521.101; -49934.006; -33827.502 eV.